{"formula": "C5H4S3", "method": "ωB97M-V with the def2-TZVPD basis set", "de_lowest_kcal_mol": 16.93, "gap_ev": 7.2351, "lumo_energy_ev": -1.6, "molar_mass_g_mol": 160.3, "e_tot_ev": -37753.911, "species": ["C", "C", "C", "C", "S", "C", "S", "S", "H", "H", "H", "H"], "coordinates": [[-0.53960, -0.56522, -2.06009], [-0.30122, -0.02552, -0.85045], [-0.19430, -0.83240, 0.42640], [0.57498, 0.03444, 1.41749], [1.38345, -0.48429, 2.66713], [0.44094, 1.51572, 1.09600], [0.77887, 2.79059, 2.02007], [-0.18130, 1.70934, -0.53052], [-0.60944, -1.60892, -2.33684], [-0.45656, 0.11609, -2.90612], [0.33157, -1.78182, 0.22311], [-1.22737, -0.86800, 0.83382]], "atomic_forces_ev_per_a": [[0.967, 1.545, 0.131], [-0.509, -1.323, -0.844], [0.283, 1.205, -0.084], [-0.741, 0.439, -0.757], [0.698, -0.484, 0.939], [-0.218, -0.158, -0.613], [0.069, -0.161, 0.197], [0.119, -0.432, 0.077], [-0.071, -0.069, 0.596], [-0.403, -0.144, -0.013], [-0.741, 0.277, 0.463], [0.546, -0.694, -0.090]], "mulliken_charge": [-0.903, 0.439, -0.485, 0.059, -0.220, 0.249, -0.204, -0.104, 0.312, 0.249, 0.348, 0.259]}



{"formula": "C19H56N10O7", "method": "ωB97M-V with the def2-TZVPD basis set", "de_lowest_kcal_mol": 124.65, "gap_ev": 9.3947, "lumo_energy_ev": 0.4, "molar_mass_g_mol": 536.7, "e_tot_ev": -49841.167, "species": ["C", "O", "C", "C", "C", "N", "H", "H", "H", "H", "H", "H", "H", "H", "H", "H", "H", "C", "O", "C", "C", "C", "N", "H", "H", "H", "H", "H", "H", "H", "H", "H", "H", "H", "C", "O", "C", "C", "C", "N", "H", "H", "H", "H", "H", "H", "H", "H", "H", "H", "H", "C", "O", "C", "C", "C", "N", "H", "H", "H", "H", "H", "H", "H", "H", "H", "H", "H", "N", "C", "N", "O", "H", "H", "H", "H", "N", "C", "N", "O", "H", "H", "H", "H", "N", "C", "N", "O", "H", "H", "H", "H"], "coordinates": [[6.88042, -2.41673, 1.07936], [7.16978, -3.50027, 1.95366], [6.03005, -4.00748, 2.57628], [6.34667, -5.42984, 3.24248], [5.19239, -6.34278, 3.42238], [7.03609, -5.37984, 4.50475], [7.81510, -2.05392, 0.65177], [6.29471, -1.59186, 1.48514], [6.40893, -2.81770, 0.18214], [5.53676, -3.29268, 3.23493], [5.27943, -4.36795, 1.87289], [7.05969, -5.88072, 2.55225], [4.29215, -5.91904, 3.86750], [5.43523, -7.21998, 4.02209], [4.88496, -6.69319, 2.43709], [6.51704, -4.90778, 5.23129], [7.86492, -4.81846, 4.37056], [-3.56557, 3.32971, 11.80075], [-3.89275, 3.19659, 10.38282], [-2.88706, 3.65523, 9.49312], [-3.38242, 3.36176, 8.03819], [-3.27293, 1.81808, 7.76154], [-2.48796, 3.97254, 6.97881], [-2.95027, 2.48899, 12.12120], [-4.51812, 3.21315, 12.31763], [-3.21489, 4.32176, 12.08533], [-2.76773, 4.71452, 9.72061], [-1.94993, 3.13464, 9.69027], [-4.42876, 3.62692, 7.88671], [-3.87693, 1.19535, 8.42146], [-2.24825, 1.44765, 7.79202], [-3.54643, 1.61076, 6.72698], [-1.60149, 4.00173, 7.46194], [-2.67150, 4.95741, 7.10698], [-7.67548, 6.56449, -7.17340], [-6.81071, 5.54115, -7.08871], [-5.65718, 5.89618, -6.25826], [-4.64409, 4.71319, -5.95375], [-5.29112, 3.61090, -5.14809], [-3.45510, 5.15672, -5.37171], [-8.22666, 6.67923, -6.24005], [-8.46089, 6.28140, -7.87419], [-7.25115, 7.45078, -7.64513], [-5.09357, 6.61183, -6.85683], [-5.91726, 6.42482, -5.34120], [-4.44299, 4.24874, -6.91912], [-6.26411, 3.41125, -5.59699], [-5.33926, 3.81775, -4.07898], [-4.73624, 2.69139, -5.33442], [-3.23836, 5.92872, -5.98580], [-2.70401, 4.52324, -5.60552], [2.22319, -4.76014, -7.39710], [3.14407, -4.59277, -8.49692], [2.77504, -5.11193, -9.73094], [2.61659, -6.63821, -9.84652], [3.84803, -7.44433, -9.28224], [2.46562, -7.06916, -11.20099], [1.28967, -4.19820, -7.36765], [2.74932, -4.42976, -6.50149], [2.04422, -5.80395, -7.13917], [1.82978, -4.62599, -9.97267], [3.48371, -4.76869, -10.48463], [1.78433, -6.97620, -9.22910], [4.08912, -7.08071, -8.28336], [4.76493, -7.25879, -9.84167], [3.60331, -8.50112, -9.38903], [3.05982, -6.52885, -11.81343], [1.48662, -6.96345, -11.42572], [-4.02640, -3.86275, -1.16691], [-5.06150, -4.69369, -1.23870], [-6.15327, -4.01528, -1.04583], [-5.03217, -5.86443, -1.57858], [-4.13054, -2.90626, -0.85970], [-3.15989, -4.27289, -1.48480], [-6.97718, -4.58630, -1.16916], [-6.29375, -3.06932, -0.72100], [4.73777, 5.87212, 8.62177], [4.25346, 6.33141, 7.54358], [4.69771, 7.53756, 7.43818], [3.31532, 5.85208, 6.96470], [5.49069, 6.41423, 9.02093], [4.43112, 5.01213, 9.05362], [5.56881, 7.74044, 7.90736], [4.26601, 8.23946, 6.85417], [-0.84882, 2.64948, 0.15014], [-0.00438, 1.69520, 0.24623], [0.57553, 1.66844, 1.45208], [0.22533, 0.89144, -0.63669], [-0.88112, 3.27329, 0.94381], [-1.25642, 2.82320, -0.75748], [0.09185, 2.03632, 2.25881], [1.34133, 1.02801, 1.60538]], "atomic_forces_ev_per_a": [[0.585, -0.744, -1.008], [0.104, 0.739, 0.220], [-0.723, -2.673, 0.240], [0.854, 1.753, 0.345], [-1.461, -0.698, -0.917], [1.161, 0.445, 0.528], [0.230, 0.203, 0.612], [-0.006, -0.147, 0.354], [-0.712, -0.001, 0.020], [0.152, 0.080, 0.367], [-0.264, 0.682, -0.796], [-0.052, -0.077, -0.208], [0.092, 0.425, 0.161], [0.315, 0.134, -0.081], [-0.233, -0.193, -0.045], [-0.390, 0.024, 0.015], [0.346, 0.048, 0.192], [-1.269, -0.513, -1.179], [0.193, 0.002, 1.208], [-1.298, -0.071, -0.189], [1.479, -2.083, -0.282], [-0.201, 0.439, -0.097], [-0.923, 0.580, 1.854], [0.494, 0.311, -0.006], [-0.070, -0.067, -0.068], [0.520, -0.039, -0.282], [0.324, 0.376, -0.465], [0.302, -0.084, -0.164], [0.164, 0.411, 0.141], [-0.051, 0.185, 0.081], [0.250, 0.302, 0.418], [-0.392, 0.181, 0.008], [0.943, -0.673, -0.272], [-0.451, 0.741, -0.727], [-2.307, 0.796, -0.870], [3.248, -2.105, 1.535], [0.835, -0.536, -0.736], [-3.507, -1.195, -1.270], [-0.243, -0.449, -0.506], [1.489, 1.758, 0.184], [0.245, 0.870, 0.332], [-0.070, -0.266, -0.207], [0.198, 0.543, 0.613], [0.205, 0.337, -0.099], [-0.499, -0.213, 0.210], [-0.199, 0.080, -0.538], [-0.274, 0.067, 0.379], [-0.124, 0.059, -0.078], [0.209, -0.103, 0.401], [0.730, 0.830, 0.328], [0.070, -0.478, 0.330], [1.248, -0.342, 0.544], [-0.035, 0.187, 1.692], [-1.108, -0.212, -0.249], [2.270, -0.589, 1.458], [-0.509, 1.294, -0.168], [-1.086, -0.221, -0.247], [-0.106, 0.088, -0.946], [0.306, 0.342, -0.191], [-0.300, -0.269, -0.563], [-0.461, -0.155, -0.537], [0.359, 0.016, 0.174], [-0.321, 0.067, -0.275], [-0.185, -0.553, 0.305], [-0.098, 0.103, -0.418], [0.117, 0.070, 0.463], [-0.169, 0.057, -0.251], [0.077, 0.116, -0.790], [2.906, 0.010, 0.029], [1.246, -0.478, -1.065], [-5.259, 0.461, 0.688], [0.245, -0.202, 0.202], [0.428, -0.415, -0.282], [0.135, 0.639, 0.356], [-0.144, 0.372, 0.227], [0.455, -0.380, -0.158], [3.196, -3.973, 5.582], [-3.846, -0.199, -1.095], [2.051, 5.613, -2.343], [-1.238, -0.948, -1.816], [-0.354, -0.912, 0.650], [0.274, 0.164, -0.363], [-0.422, 0.671, -0.510], [0.328, -0.423, -0.102], [-3.218, 3.534, -0.483], [1.816, -3.147, -0.504], [1.577, -0.500, 2.204], [0.521, -0.439, -0.717], [-0.476, 0.437, -0.828], [-0.137, 0.239, 0.479], [0.342, -0.135, -0.135], [-0.442, 0.017, -0.004]], "mulliken_charge": [-0.742, -0.317, -0.628, 0.488, -1.529, -0.695, 0.283, 0.286, 0.310, 0.323, 0.322, 0.277, 0.322, 0.417, 0.378, 0.239, 0.266, -0.751, -0.333, -0.600, 0.319, -1.374, -0.770, 0.293, 0.251, 0.311, 0.396, 0.323, 0.353, 0.353, 0.308, 0.352, 0.285, 0.285, -0.772, -0.330, -0.748, 0.558, -1.393, -0.753, 0.323, 0.267, 0.311, 0.331, 0.391, 0.255, 0.339, 0.336, 0.344, 0.264, 0.278, -0.752, -0.367, -0.680, 0.311, -1.295, -0.666, 0.310, 0.281, 0.295, 0.352, 0.330, 0.348, 0.333, 0.336, 0.343, 0.260, 0.260, -0.386, 0.659, -0.391, -0.646, 0.172, 0.208, 0.215, 0.170, -0.339, 0.687, -0.369, -0.646, 0.122, 0.198, 0.154, 0.194, -0.369, 0.626, -0.424, -0.651, 0.189, 0.231, 0.190, 0.207]}